Record 1
{"formula": "C12H14FIN2Ti", "method": "wB97M-V/def2-TZVPD", "e_tot_ev": -49569.70968, "charge": 2, "homo_energy_ev": [-16.216, -16.216], "spin_multiplicity": 1, "symbols": ["C", "C", "H", "H", "H", "H", "H", "H", "C", "C", "C", "C", "H", "H", "H", "H", "N", "C", "C", "N", "C", "C", "C", "H", "H", "C", "H", "H", "Ti", "I", "F"], "xyz": [[2.78470, 1.98264, 2.30574], [1.68236, 2.83741, 2.66895], [2.84065, 1.08183, 2.90017], [3.73461, 2.53071, 2.44611], [2.80242, 1.64694, 1.24034], [0.73028, 2.33856, 2.48450], [1.63195, 2.92618, 3.77507], [1.69487, 3.76519, 2.04254], [1.99569, -1.46969, -0.89117], [2.06041, -2.72672, -1.44647], [0.90256, -3.29187, -2.00166], [-0.31025, -2.60650, -1.98727], [2.85462, -1.00306, -0.40892], [2.98492, -3.28932, -1.40622], [0.95235, -4.28202, -2.47324], [-1.22969, -3.00865, -2.36129], [0.81841, -0.82827, -0.96344], [-0.36812, -1.35807, -1.40469], [-1.55527, -0.58420, -1.14842], [-1.37557, 0.59518, -0.46187], [-2.33866, 1.34226, 0.09566], [-3.89664, -0.11834, -0.97879], [-3.65441, 1.02431, -0.20972], [-2.05819, 2.18771, 0.74387], [-4.45881, 1.64079, 0.17494], [-2.87004, -0.94045, -1.43466], [-3.01227, -1.84211, -1.99619], [-4.92909, -0.36615, -1.23885], [0.40681, 0.62753, 0.11246], [0.05948, -0.89086, 2.51754], [1.11992, 2.07902, -0.69500]], "atomic_forces_ev_per_a": [[2.6470, -1.2592, -0.9250], [-2.0102, 1.2715, 0.2711], [0.0544, -0.2640, 0.2676], [-0.2551, -0.4377, -0.1653], [-0.0664, 0.2544, 0.2217], [-0.6001, -0.1381, -0.3278], [0.2229, 0.8230, -0.7481], [-0.1437, -0.4177, 1.1672], [-0.1889, -0.7473, -0.7341], [-0.1428, -0.5883, 0.0005], [0.3555, -0.1830, -0.3520], [-0.2138, 0.4168, 0.3699], [-0.2756, 0.1675, -0.1490], [-0.0416, 0.0554, -0.0880], [-0.0135, 0.4267, 0.3110], [-0.0791, -0.5155, -0.2736], [-0.2250, -0.5643, -0.2901], [1.9877, -1.1558, -0.6740], [-2.4158, 1.4015, 0.3509], [-0.3764, -0.7230, -0.0414], [-0.9131, 0.0663, -0.5695], [-0.6324, 0.2436, -0.1736], [0.2778, -0.1792, 0.1881], [-0.0400, -0.3961, -0.4692], [0.0218, -0.1336, -0.0746], [1.2924, 0.1949, 0.1958], [-0.5531, -0.2092, -0.1331], [0.3279, 0.0124, 0.1392], [2.4300, 2.8934, 3.3467], [0.3724, 1.3917, -1.9019], [-0.8033, -1.7072, 1.2606]], "mulliken_charge": [-0.71, -0.61, 0.30, 0.33, 0.11, 0.06, 0.31, 0.30, -0.11, -0.67, -0.42, -0.47, 0.47, 0.43, 0.46, 0.45, -0.06, 0.62, 0.69, -0.08, -0.01, -0.42, -0.70, 0.45, 0.44, -0.50, 0.47, 0.46, 0.89, 0.03, -0.51]}

Record 2
{"formula": "C12H14I2MnN2", "method": "wB97M-V/def2-TZVPD", "e_tot_ev": -63170.40096, "de_lowest_kcal_mol": 130.3, "charge": 0, "homo_energy_ev": [-4.966, -8.607], "spin_multiplicity": 6, "symbols": ["C", "C", "H", "H", "H", "H", "H", "H", "C", "C", "C", "C", "H", "H", "H", "H", "N", "C", "C", "N", "C", "C", "C", "H", "H", "C", "H", "H", "Mn", "I", "I"], "xyz": [[-2.81811, 0.25590, 1.76525], [-1.35087, 2.01187, 2.36525], [-3.47979, 0.71145, 1.01926], [-3.08162, 0.62945, 2.75750], [-2.95589, -0.83264, 1.76816], [-0.47235, 2.65070, 2.21821], [-2.25309, 2.60589, 2.20676], [-1.32913, 1.60566, 3.38148], [-1.72849, -1.79762, -0.91529], [-1.60185, -2.69457, -1.97926], [-0.39130, -2.74865, -2.67533], [0.65483, -1.91359, -2.27858], [-2.64823, -1.69952, -0.33387], [-2.45193, -3.31924, -2.24114], [-0.27038, -3.42689, -3.51745], [1.61512, -1.90010, -2.78744], [-0.72111, -0.98520, -0.55017], [0.47969, -1.03415, -1.19888], [1.50687, -0.09454, -0.71960], [1.12318, 0.74227, 0.28749], [1.98394, 1.64345, 0.79210], [3.70272, 0.93411, -0.73436], [3.28476, 1.77531, 0.30013], [1.59777, 2.25868, 1.60878], [3.93513, 2.52949, 0.73678], [2.80688, -0.00798, -1.24384], [3.07206, -0.69052, -2.04665], [4.71148, 1.01411, -1.13483], [-0.89839, 0.51688, 0.95745], [-1.78529, 2.27756, -0.71556], [-0.23664, -1.01758, 2.90762]], "atomic_forces_ev_per_a": [[-1.7313, 0.1245, 0.8092], [-0.8738, 0.9673, 1.4617], [0.5194, 0.1545, 0.0914], [0.0522, -0.3129, -0.3272], [0.5855, 0.2430, -0.1273], [0.0666, -0.3846, -0.5212], [0.3275, -0.1447, -0.0632], [-0.0090, -0.0375, -0.4635], [0.4905, -0.3986, -0.7851], [-1.0991, 0.5092, 1.1789], [1.5193, 0.7395, 0.0305], [-0.6889, -0.8454, -0.5733], [0.2203, -0.1399, -0.3055], [0.2244, 0.1036, 0.0270], [0.0319, 0.1628, 0.1769], [-0.3104, -0.2121, -0.0433], [-0.9025, 0.3558, 0.9559], [1.5754, 1.4291, 0.5809], [-1.4750, -1.4149, -0.8425], [-0.7924, 0.5943, 0.9845], [0.7202, -0.2560, -0.6069], [-0.6286, -1.2351, -0.9514], [-1.0176, 0.6472, 1.1540], [0.2956, -0.1207, -0.2785], [-0.1032, -0.2072, -0.1302], [0.9745, 0.7056, 0.2339], [0.1976, 0.2546, 0.1856], [-0.2374, -0.0665, 0.0506], [1.5485, -1.0132, -1.6366], [0.1115, 0.1298, -0.3773], [0.4087, -0.3317, 0.1121]], "mulliken_charge": [-0.97, -1.13, 0.37, 0.45, 0.34, 0.27, 0.50, 0.48, 0.01, -0.82, -0.44, -0.79, 0.27, 0.37, 0.41, 0.28, 0.33, 0.55, 0.62, 0.32, -0.02, -0.43, -0.84, 0.25, 0.38, -0.80, 0.30, 0.41, -0.28, -0.20, -0.19]}

Record 3
{"formula": "C12H14N2O4", "method": "wB97M-V/def2-TZVPD", "e_tot_ev": -23839.46682, "de_lowest_kcal_mol": 46.9, "charge": 0, "homo_energy_ev": -8.637, "smiles": "CCOC(=O)Cc1c(C)c2c(C)[nH]nc2oc1=O", "spin_multiplicity": 1, "symbols": ["C", "C", "O", "C", "O", "C", "C", "C", "C", "C", "C", "C", "N", "N", "C", "O", "C", "O", "H", "H", "H", "H", "H", "H", "H", "H", "H", "H", "H", "H", "H", "H"], "xyz": [[0.39815, 0.25665, 4.72533], [-0.29290, 1.50473, 4.35056], [-0.54412, 1.58479, 2.94051], [-1.39606, 0.59164, 2.44182], [-2.05724, -0.22984, 3.11865], [-1.42454, 0.33376, 0.95668], [-0.25516, 0.82193, 0.12316], [0.45136, -0.04347, -0.56838], [0.32791, -1.53039, -0.21823], [1.53004, 0.43180, -1.38720], [2.56675, -0.04826, -2.20527], [2.95850, -1.41583, -2.71162], [3.27433, 1.10587, -2.46717], [2.83021, 2.23045, -1.87077], [1.72867, 1.90146, -1.43043], [0.81206, 2.80828, -0.89505], [-0.19435, 2.31733, -0.18001], [-1.14740, 3.08345, 0.17643], [-0.25555, -0.59849, 4.84895], [0.93543, 0.40723, 5.65274], [1.10365, 0.13659, 3.87140], [0.40102, 2.33997, 4.45083], [-1.23785, 1.74028, 4.87287], [-1.61892, -0.68340, 0.82198], [-2.36473, 0.88195, 0.64521], [1.24282, -2.14260, -0.49135], [0.28863, -1.54852, 0.86954], [-0.46183, -1.99280, -0.73627], [2.26885, -2.26779, -2.53888], [3.02790, -1.21360, -3.75160], [3.84498, -1.77777, -2.29652], [4.10617, 1.00896, -3.06878]], "atomic_forces_ev_per_a": [[0.6792, -0.5328, -0.4851], [-0.9140, 1.6881, 0.0135], [-1.9671, -2.2712, -1.6223], [-0.2448, -2.1828, 2.0567], [1.8796, 3.0042, -0.8220], [-0.3996, 3.6821, -0.2370], [-1.9293, 2.2611, 0.2046], [1.8256, -2.3387, -0.2062], [2.6975, 0.4146, -0.0982], [0.0542, 1.7466, -1.3731], [-1.5091, 1.2720, 2.3209], [-1.7359, 0.7412, 0.2100], [1.8106, -2.7222, -1.0815], [3.2744, 1.6947, -3.2038], [-4.4219, -2.8649, 3.2629], [1.6941, -0.3902, -0.5675], [-4.6078, 0.8534, 2.0161], [3.7527, -2.6242, -1.2875], [-0.0286, -0.0962, -0.2443], [0.3074, -0.0146, 0.1330], [-0.1019, -0.5579, 0.8421], [-0.1641, 0.0833, 0.4016], [0.4828, -0.2779, -0.0103], [-0.2296, -1.3677, -0.0427], [0.9682, -0.4373, -0.0022], [-0.8424, 1.0122, 0.1809], [-0.4744, -0.5843, -0.1256], [-1.3605, -0.6132, -0.2070], [-0.2051, 1.1121, -0.1273], [0.4515, -0.6558, -1.2383], [1.8434, -0.1423, 0.4662], [-0.5851, 1.1086, 0.8731]], "mulliken_charge": [-1.03, -0.25, -0.28, 0.63, -0.65, -1.34, 0.74, 1.06, -1.64, 1.03, -0.18, -1.55, 0.27, -0.85, -0.27, -0.29, 0.32, -0.67, 0.28, 0.38, 0.26, 0.28, 0.30, 0.57, 0.35, 0.33, 0.41, 0.41, 0.34, 0.43, 0.36, 0.23]}